No. 1
A structure of composition C46H52F10GeN7OSSeTc in a non-equilibrium geometry, computed with the ωB97M-V functional and the def2-TZVPD basis.

Last column: Löwdin spin population.
Element x y z (Å)
Tc -1.27314 0.68791 -0.64792  0.87
C -2.77573 -2.24759 0.47940  0.00
N -3.08880 -0.83460 0.31169  0.00
C -4.20082 -0.68642 -0.64225  0.00
C -3.63041 -0.42303 -2.02778  0.00
N -2.85953 0.80255 -1.97437  0.03
C -3.42589 1.95526 -2.39534  0.01
C -2.62214 3.11351 -2.60821  0.00
F -1.30192 3.01735 -2.40259  0.00
C -3.10058 4.33330 -3.01791  0.00
F -2.26133 5.36191 -3.18923  0.00
C -4.45080 4.50717 -3.27890  0.01
F -4.93657 5.69616 -3.68170  0.00
C -5.28103 3.42305 -3.09878  0.00
F -6.59785 3.55717 -3.32479  0.00
C -4.79502 2.20247 -2.66759  0.01
F -5.73758 1.24548 -2.46229  0.00
C -3.38433 -0.24087 1.60756  0.00
C -3.51366 1.27515 1.58131  0.00
N -2.42357 1.93318 0.87538  0.00
C -2.22481 3.22543 1.17894  0.00
C -1.09426 3.95368 0.69811  0.00
F -0.30218 3.38954 -0.23323  -0.01
C -0.72643 5.21173 1.11001  0.00
F 0.40360 5.75869 0.63829  0.00
C -1.49258 5.91090 2.02584  0.01
F -1.11948 7.12323 2.48230  0.00
C -2.67054 5.32179 2.43343  0.00
F -3.49293 6.00061 3.24922  0.00
C -3.03847 4.05873 2.01195  0.01
F -4.28049 3.67654 2.40605  0.00
H -3.61264 -2.78638 0.95350  0.00
H -1.89380 -2.36453 1.10270  0.00
H -2.57631 -2.68889 -0.49193  0.00
H -4.81389 0.16892 -0.36368  0.00
H -4.84288 -1.57917 -0.63263  0.00
H -4.41753 -0.40598 -2.78105  0.00
H -2.93657 -1.23107 -2.28148  0.00
H -2.58135 -0.53748 2.28633  0.00
H -4.31990 -0.65421 2.02292  0.00
H -3.54587 1.58040 2.63321  0.00
H -4.48208 1.55073 1.14679  0.00
N 2.71567 3.05581 3.43038  0.00
C 1.94317 2.32728 2.56146  0.00
C 2.30706 2.14566 1.22461  0.00
C 1.48282 1.43287 0.38458  0.01
N 0.31711 0.87245 0.75053  0.01
C 0.03460 0.95748 2.06108  0.01
C 0.78268 1.66746 2.97847  0.00
H 3.37529 3.69616 3.02479  0.00
H 2.28866 3.36082 4.28700  0.00
H 3.20832 2.60283 0.83541  0.00
H 1.74965 1.34150 -0.65946  0.00
H -0.85612 0.45346 2.38952  0.00
H 0.45536 1.73409 4.01057  0.00
C 5.69546 -3.81339 3.69779  0.00
C 4.28751 -3.56048 3.16914  0.00
C 3.22920 -3.78238 4.24904  0.00
N 1.87397 -3.62832 3.73152  0.00
C 1.29561 -2.43143 3.46406  0.00
S 0.25341 -2.25780 2.18605  0.00
N 1.58717 -1.36333 4.28178  0.00
C 1.85296 -1.30139 5.65902  0.00
O 2.50839 -0.37255 6.07381  0.00
C 1.25157 -2.31375 6.56041  0.00
C 1.87330 -2.54050 7.78919  0.00
C 1.33570 -3.43530 8.69442  0.00
C 0.15548 -4.10230 8.39521  0.00
C -0.49663 -3.84605 7.19651  0.00
C 0.04296 -2.95733 6.28453  0.00
H 6.43872 -3.60683 2.92845  0.00
H 5.81195 -4.85202 4.01345  0.00
H 5.90514 -3.16972 4.55428  0.00
H 4.07837 -4.22185 2.32451  0.00
H 4.20343 -2.53276 2.80720  0.00
H 3.38519 -3.07404 5.06131  0.00
H 3.31753 -4.78703 4.66832  0.00
H 1.58848 -4.32325 3.05783  0.00
H 1.53486 -0.45653 3.82773  0.00
H 2.78489 -1.99790 8.00499  0.00
H 1.83228 -3.61386 9.63954  0.00
H -0.26500 -4.80767 9.10035  0.00
H -1.43357 -4.33908 6.97238  0.00
H -0.49828 -2.73345 5.37486  0.00
C 3.60506 1.69999 -8.39316  0.00
C 2.63794 1.30531 -7.30772  0.00
C 3.01485 1.30736 -5.97576  0.00
C 2.14034 0.97415 -4.94253  0.00
C 2.66701 1.08916 -3.53850  0.00
C 0.82490 0.60183 -5.24806  0.00
Se -0.62068 0.22419 -4.00315  0.02
C 0.43012 0.58810 -6.60156  0.00
C -0.97473 0.22297 -6.99938  0.00
C 1.33149 0.93776 -7.59714  0.00
H 4.54048 2.05887 -7.96446  0.00
H 3.18280 2.48937 -9.01783  0.00
H 3.83633 0.85200 -9.04249  0.00
H 4.02684 1.59969 -5.71177  0.00
H 3.67983 1.49281 -3.54989  0.00
H 2.69701 0.12014 -3.03726  0.00
H 2.03607 1.76838 -2.96240  0.00
H -1.66264 1.04101 -6.76795  0.00
H -1.31953 -0.65059 -6.44470  0.00
H -1.03357 0.01448 -8.06793  0.00
H 0.99502 0.92334 -8.62975  0.00
C 1.87424 -2.77372 -1.15630  0.00
Ge 0.46945 -2.23871 -2.45032  0.00
C 1.25224 -2.53757 -4.25776  0.00
C -0.97181 -3.60380 -2.40259  0.00
C -0.03785 -0.32562 -2.17829  0.01
H 2.08666 -3.84201 -1.24765  0.00
H 1.54895 -2.56994 -0.13965  0.00
H 2.80010 -2.22347 -1.33917  0.00
H 1.71446 -3.52807 -4.30236  0.00
H 2.00606 -1.79355 -4.52192  0.00
H 0.46576 -2.49200 -5.01156  0.00
H -0.64391 -4.47575 -2.97174  0.00
H -1.88605 -3.22385 -2.85956  0.00
H -1.18151 -3.92560 -1.38390  0.00
H 0.95610 0.10546 -2.05173  0.00

## Properties
Net charge: -1
Multiplicity: 2
Gap between HOMO and LUMO (spin up / spin down), eV: 4.885 / 4.902

***

No. 2
A structure of composition C46H53BrLaN10OP3 in a non-equilibrium geometry, computed with the ωB97M-V functional and the def2-TZVPD basis.

Last column: Löwdin charge in e.
Element x y z (Å)
La -0.03767 -0.24489 -0.31111  1.80
C -4.24008 -4.61272 -1.10492  -0.01
N -3.50671 -3.36086 -1.33283  -0.11
C -3.97395 -2.33544 -2.10658  -0.03
C -2.99772 -1.38878 -2.10887  -0.12
N -1.93840 -1.81265 -1.34367  -0.07
C -2.27095 -3.01562 -0.89059  -0.48
P -1.29323 -4.13821 0.14821  1.18
C 0.33497 -3.98344 -0.62815  -0.46
N 1.05634 -2.86791 -0.66220  -0.01
C 2.31225 -3.26889 -1.04286  -0.14
C 2.34078 -4.61178 -1.26186  -0.02
N 1.07857 -5.05958 -0.98839  -0.11
C 0.64706 -6.45673 -1.11928  0.00
C -0.91418 -3.14186 1.61639  -0.50
N -0.46089 -1.89934 1.64342  -0.07
C -0.22039 -1.59523 2.95751  -0.10
C -0.52304 -2.67441 3.73181  -0.03
N -0.96613 -3.64768 2.87651  -0.12
C -1.36413 -4.99956 3.28793  -0.01
H -5.30209 -4.39146 -1.15858  0.10
H -4.01339 -5.00270 -0.11759  0.07
H -3.98302 -5.35337 -1.85817  0.10
H -4.94241 -2.37035 -2.57675  0.14
H -3.01689 -0.43078 -2.59754  0.09
H 3.13353 -2.58760 -1.10353  0.05
H 3.13123 -5.27513 -1.57191  0.14
H 1.33178 -7.09670 -0.56942  0.10
H 0.63500 -6.74323 -2.16768  0.10
H -0.34978 -6.56600 -0.70387  0.06
H 0.15218 -0.63021 3.25836  0.11
H -0.46188 -2.83518 4.79477  0.13
H -1.54634 -4.98519 4.35814  0.10
H -0.57640 -5.71584 3.06688  0.10
H -2.27907 -5.29058 2.77970  0.08
Br 1.60750 6.47498 3.29023  0.79
C 1.38628 4.72058 2.66434  -0.70
C 2.35541 3.75564 2.94034  -0.08
C 2.20104 2.46357 2.48135  -0.02
C 1.09945 2.10247 1.71033  -0.35
O 1.00203 0.85450 1.23089  -0.41
C 0.09892 3.05473 1.47431  -0.14
C -1.21561 2.75949 0.91064  -0.09
N -1.62657 1.68278 0.34388  -0.04
C -3.03745 1.65889 0.04789  -0.22
C -3.69128 2.69181 -0.55833  -0.03
C -5.09313 2.65894 -0.75450  -0.04
C -5.82385 1.60132 -0.30554  -0.01
C -5.17486 0.51969 0.34356  -0.15
C -5.87880 -0.58145 0.88884  0.00
C -5.19007 -1.56521 1.52900  -0.03
C -3.77893 -1.47627 1.57807  -0.13
N -3.08755 -0.49807 1.05848  0.11
C -3.77624 0.52830 0.48727  -0.18
C 0.26092 4.36372 1.96742  -0.08
H 3.22783 4.02372 3.52193  0.11
H 2.94619 1.70666 2.69447  0.12
H -1.94507 3.55724 1.06612  0.14
H -3.13621 3.56005 -0.88709  0.10
H -5.57717 3.49170 -1.24802  0.12
H -6.90037 1.57996 -0.42554  0.12
H -6.95948 -0.61456 0.80961  0.13
H -5.69534 -2.40171 1.99394  0.11
H -3.21002 -2.26894 2.05812  0.10
H -0.52556 5.09156 1.80383  0.12
C 3.45551 -1.00886 -3.21172  -0.25
P 2.88252 0.11468 -1.87071  0.98
C 2.98821 1.68285 -2.87306  -0.41
N 4.14182 1.91755 -3.45529  0.13
C 4.31444 3.08886 -4.10528  -0.19
C 5.56133 3.38362 -4.72054  0.00
C 5.73173 4.58447 -5.33344  -0.04
C 4.67869 5.54746 -5.37035  -0.05
C 3.47567 5.28405 -4.79858  0.00
C 3.27220 4.03450 -4.15470  -0.20
N 2.06609 3.74866 -3.61981  0.13
C 1.91079 2.59909 -3.00238  -0.40
P 0.19869 2.20276 -2.43386  0.96
C -0.38781 3.89528 -2.10016  -0.23
C -0.61605 1.70831 -4.02767  -0.72
C -0.20172 2.54283 -5.23667  -0.08
C -0.22728 0.24428 -4.27021  -0.10
C -2.12909 1.84677 -3.82301  -0.10
C 4.34380 0.31996 -0.70241  -0.70
C 4.16814 -0.63423 0.49045  -0.10
C 5.68877 0.02882 -1.37215  -0.09
C 4.32617 1.76045 -0.17590  -0.08
H 4.14459 -0.45884 -3.85186  0.05
H 2.59809 -1.34588 -3.79525  0.04
H 3.97049 -1.88569 -2.83371  0.03
H 6.35018 2.64408 -4.67522  0.12
H 6.67825 4.82238 -5.80055  0.12
H 4.84420 6.49615 -5.86405  0.12
H 2.66002 5.99543 -4.81669  0.12
H -0.15448 4.54325 -2.94239  0.05
H 0.12086 4.28097 -1.21615  0.05
H -1.45956 3.89764 -1.92098  0.02
H 0.82995 2.35219 -5.53454  0.08
H -0.30592 3.61408 -5.05695  0.08
H -0.84781 2.27995 -6.07958  0.10
H 0.84861 0.14293 -4.43965  0.07
H -0.73705 -0.13947 -5.15852  0.10
H -0.50237 -0.42072 -3.44241  0.04
H -2.44589 2.88880 -3.89925  0.09
H -2.47335 1.48656 -2.85022  0.04
H -2.65336 1.28573 -4.60244  0.10
H 4.34919 -1.67431 0.21621  0.07
H 3.18847 -0.55688 0.96485  0.06
H 4.91656 -0.38219 1.24748  0.10
H 5.79849 -1.02485 -1.63480  0.08
H 6.48495 0.26620 -0.66061  0.10
H 5.84350 0.63053 -2.26558  0.06
H 3.34275 2.05951 0.19585  0.06
H 4.64081 2.47950 -0.93087  0.08
H 5.02450 1.82789 0.66303  0.10

## Properties
Net charge: +2
Gap between HOMO and LUMO, eV: 7.617

***

For each record above, in turn, the calculated energy above the lowest of the compared OMol25 structures with the same formula, charge and spin values are 0.0 10.4 kcal/mol.